# 1
{
  "formula": "C34H88N12O20",
  "method": "wB97M-V/def2-TZVPD",
  "species": ["C", "C", "N", "C", "C", "C", "C", "C", "O", "C", "H", "H", "H", "H", "H", "H", "H", "H", "H", "H", "H", "H", "H", "H", "H", "H", "H", "H", "H", "H", "C", "C", "N", "C", "C", "C", "C", "C", "O", "C", "H", "H", "H", "H", "H", "H", "H", "H", "H", "H", "H", "H", "H", "H", "H", "H", "H", "H", "H", "H", "C", "C", "O", "N", "H", "H", "C", "H", "H", "H", "H", "H", "H", "C", "C", "O", "N", "H", "H", "C", "H", "H", "H", "H", "H", "H", "C", "C", "O", "N", "H", "H", "C", "H", "H", "H", "H", "H", "H", "C", "C", "O", "N", "H", "H", "C", "H", "H", "H", "H", "H", "H", "C", "C", "O", "N", "H", "H", "C", "H", "H", "H", "H", "H", "H", "C", "C", "O", "N", "H", "H", "C", "H", "H", "H", "H", "H", "H", "N", "O", "O", "O", "N", "O", "O", "O", "N", "O", "O", "O", "N", "O", "O", "O"],
  "coordinates": [[-21.3187, -5.5879, -9.0889], [-21.2219, -6.1360, -7.6679], [-20.8963, -7.6258, -7.5792], [-21.5298, -8.4789, -8.6507], [-19.3640, -7.7839, -7.3705], [-18.6115, -7.4021, -8.6069], [-21.6407, -8.1407, -6.2991], [-21.1095, -7.7320, -4.9127], [-21.2839, -6.3375, -4.8286], [-20.7313, -5.7408, -3.6668], [-20.4438, -5.8157, -9.7071], [-21.4657, -4.5151, -9.0841], [-22.1956, -6.0528, -9.5383], [-22.2321, -5.9385, -7.2995], [-20.5090, -5.5881, -7.0561], [-21.3235, -8.1463, -9.6873], [-22.6278, -8.3536, -8.5299], [-21.2396, -9.5191, -8.4290], [-19.2176, -8.8437, -7.0540], [-19.1352, -7.0732, -6.5667], [-17.5644, -7.6451, -8.4380], [-18.6798, -6.3567, -8.7785], [-19.0608, -7.8679, -9.4532], [-21.6318, -9.2186, -6.4626], [-22.6421, -7.6507, -6.3635], [-20.0632, -8.0262, -4.8076], [-21.6825, -8.1911, -4.1255], [-19.7296, -6.1145, -3.3882], [-21.4117, -6.0709, -2.8731], [-20.6398, -4.6491, -3.7007], [-15.7332, -17.0979, -12.9651], [-17.1438, -16.6700, -13.4588], [-17.1391, -16.3127, -14.9258], [-16.3508, -15.0380, -15.1714], [-16.5421, -17.4836, -15.7611], [-16.5562, -17.2134, -17.3187], [-18.6298, -16.1464, -15.4093], [-19.4662, -15.2798, -14.5137], [-20.0212, -15.9071, -13.3790], [-21.3714, -16.2591, -13.5626], [-15.0121, -16.2630, -13.1903], [-15.3535, -17.9664, -13.4762], [-15.7451, -17.3143, -11.9059], [-17.3763, -15.7454, -12.9898], [-17.8307, -17.5141, -13.3027], [-15.3091, -15.2822, -15.2081], [-16.5867, -14.3879, -14.3482], [-16.6192, -14.5135, -16.0805], [-17.1276, -18.3838, -15.5282], [-15.5634, -17.5626, -15.3499], [-16.0049, -17.9270, -17.9063], [-16.1415, -16.2444, -17.5536], [-17.5884, -17.2120, -17.6891], [-19.0266, -17.1395, -15.5675], [-18.5425, -15.5926, -16.3753], [-20.2504, -14.8403, -15.1569], [-18.9134, -14.3616, -14.2141], [-21.4599, -17.0784, -14.2954], [-21.9311, -15.3743, -13.8540], [-21.7957, -16.5093, -12.5960], [-28.2117, -15.8935, -6.5752], [-27.0087, -15.0328, -7.0310], [-26.3900, -14.8540, -8.0149], [-26.5384, -14.0997, -5.8450], [-26.8518, -13.2226, -6.2378], [-27.1083, -14.3783, -5.0403], [-24.9989, -14.0704, -5.6946], [-28.4395, -16.6466, -7.3707], [-29.1773, -15.3733, -6.5378], [-28.0092, -16.4121, -5.6270], [-24.6053, -13.9142, -6.7030], [-24.7741, -15.0789, -5.2620], [-24.6752, -13.2042, -5.1532], [-14.2533, -11.9388, -5.8205], [-14.0174, -10.9437, -7.0000], [-14.6366, -9.9393, -7.0989], [-13.1673, -11.4107, -8.0351], [-12.2381, -11.7537, -7.6323], [-13.7674, -12.1355, -8.5376], [-12.8028, -10.4150, -9.2123], [-14.8618, -12.7903, -6.1456], [-14.8069, -11.3691, -5.0695], [-13.3596, -12.3324, -5.2944], [-11.9964, -10.9215, -9.6982], [-12.6435, -9.4043, -8.8951], [-13.6980, -10.4347, -9.7983], [-18.8811, -16.1062, -9.6218], [-19.9190, -15.9188, -8.5875], [-20.8572, -16.6716, -8.4238], [-19.5567, -14.9481, -7.5759], [-19.1203, -14.0402, -7.7792], [-20.4833, -14.5306, -7.1595], [-18.7909, -15.4559, -6.3501], [-19.3328, -16.3862, -10.5889], [-18.3368, -17.0238, -9.3524], [-18.2723, -15.2148, -9.7419], [-19.0522, -16.4951, -6.2063], [-18.9550, -14.7847, -5.5239], [-17.7387, -15.4301, -6.6455], [-22.3756, -12.4621, -16.8944], [-23.2200, -12.2679, -15.6516], [-23.9604, -12.9703, -15.1484], [-23.0325, -10.8582, -15.1050], [-22.7934, -10.8270, -14.1454], [-22.2309, -10.4976, -15.6336], [-24.3005, -10.0509, -15.1742], [-21.4146, -11.9286, -16.7385], [-22.8913, -12.0242, -17.7373], [-22.0656, -13.4384, -17.1107], [-24.6770, -9.8388, -16.1604], [-24.0795, -9.1382, -14.6445], [-25.0040, -10.6436, -14.6206], [-18.1577, -10.7233, -9.9598], [-19.0031, -11.9195, -9.7768], [-18.8697, -12.7537, -8.9802], [-20.0458, -12.1563, -10.8395], [-20.6737, -11.3054, -10.8617], [-19.5568, -12.0614, -11.7491], [-20.7903, -13.4469, -10.8005], [-17.2413, -11.0579, -9.4871], [-18.4876, -9.7869, -9.5370], [-18.0666, -10.4612, -11.0099], [-20.1134, -14.0383, -11.4135], [-21.7002, -13.3414, -11.4435], [-21.0464, -13.7975, -9.8139], [-17.0467, -8.9101, -13.9867], [-17.8615, -8.0807, -15.0159], [-17.5300, -7.5312, -15.9660], [-19.3351, -7.9531, -14.5156], [-19.7111, -8.8934, -14.6817], [-19.4475, -7.8603, -13.5099], [-20.1092, -6.9082, -15.2340], [-17.6216, -9.7734, -13.6932], [-16.9840, -8.2986, -13.0632], [-16.0426, -9.1883, -14.3218], [-19.4011, -6.0906, -15.3512], [-20.9429, -6.6907, -14.5528], [-20.3105, -7.3216, -16.2236], [-21.4891, -9.5266, -12.2880], [-22.2562, -10.1858, -11.5834], [-21.8649, -9.0277, -13.3393], [-20.2938, -9.2711, -11.8980], [-15.6639, -13.5431, -9.4840], [-16.5077, -13.4938, -10.3637], [-14.9070, -12.5357, -9.1980], [-15.5679, -14.5147, -8.7280], [-19.9057, -11.5936, -14.1486], [-18.8746, -11.6319, -13.4426], [-19.9200, -10.7786, -15.1016], [-20.8601, -12.3663, -13.8362], [-21.7021, -12.5637, -7.1249], [-21.6827, -13.7110, -6.5531], [-22.7702, -12.0080, -7.1524], [-20.6503, -12.1961, -7.5925]],
  "atomic_forces_ev_per_a": [[0.421, -0.888, -0.295], [-0.420, 0.786, -1.157], [-0.267, 0.586, 1.793], [-0.359, 0.525, -0.315], [-1.430, -0.374, 0.176], [0.234, -0.236, 0.722], [-0.238, 0.566, 0.231], [0.428, 0.781, -1.205], [0.821, 0.538, -0.982], [-0.082, -0.777, 1.353], [-0.223, 0.161, 0.046], [-0.034, 0.152, 0.185], [0.007, 0.229, -0.333], [0.369, -0.450, 0.594], [-0.093, -0.239, 0.044], [0.431, -0.326, 0.789], [0.697, -0.297, 0.037], [-0.152, 0.380, -0.431], [0.012, 0.781, -0.192], [-0.008, -0.561, 0.003], [0.051, -0.182, -0.386], [0.108, 0.997, -0.018], [0.145, -0.596, -0.866], [-0.407, 0.023, 0.520], [0.592, -0.971, -0.155], [0.136, 0.021, 0.250], [-0.385, -0.721, 0.204], [-0.206, -0.120, -0.472], [0.274, 0.597, 0.423], [-0.520, -0.359, -0.483], [0.137, 1.455, -0.927], [1.843, -1.291, -0.294], [-1.191, -0.720, -1.808], [-0.796, -0.530, 0.348], [-0.748, 0.738, -1.182], [-0.885, 0.397, 1.408], [1.660, 1.053, -0.412], [-0.357, 1.126, 0.020], [0.849, 0.360, 0.002], [-0.428, -0.006, -0.041], [-0.550, -0.797, 0.587], [-0.033, -0.429, 0.008], [-0.066, 0.171, 0.222], [-0.830, 0.383, 0.824], [-0.166, 0.719, -0.069], [0.538, -0.058, 0.132], [0.207, 0.368, 0.375], [-0.270, -0.386, -0.249], [0.195, 0.324, 0.104], [0.783, -0.345, -0.192], [0.269, -0.541, 0.235], [0.241, 0.303, 0.012], [0.242, -0.136, 0.060], [-0.106, -0.194, 0.051], [-0.067, -0.744, 0.605], [-0.044, -0.381, 0.239], [-0.022, -0.623, 0.143], [-0.291, 0.269, 0.327], [-0.200, 0.091, -0.539], [0.188, -0.562, 0.090], [0.359, -0.748, -1.770], [-0.601, -0.116, 0.907], [-0.664, -0.718, -0.148], [0.336, -0.507, -0.618], [-0.200, 0.724, 0.499], [0.558, 0.558, 0.242], [-1.070, -1.360, -0.446], [0.624, 0.405, 0.645], [0.500, 0.576, 0.337], [0.013, 0.282, -0.275], [-0.076, -0.482, 0.189], [0.366, 1.247, -0.328], [-0.105, 0.104, 0.809], [0.471, 0.682, 0.036], [-1.365, -1.189, 2.605], [-0.004, 0.796, -0.507], [4.118, 1.581, -0.874], [-1.798, 0.105, -0.612], [0.129, -1.143, 0.149], [-1.351, -1.394, 1.439], [0.176, 0.161, -0.206], [-0.026, -0.118, -0.211], [-0.224, 0.259, -0.711], [0.531, 0.176, -0.411], [0.491, 0.219, 0.534], [-0.283, 0.019, -0.615], [-0.287, -0.277, -1.269], [-0.153, -2.456, -0.177], [1.011, 1.900, 0.091], [-1.446, 1.538, 3.168], [0.153, -0.670, -1.238], [0.045, -0.358, 0.026], [0.718, -0.543, -1.713], [-0.056, 0.275, 0.332], [0.297, 0.511, 0.201], [0.466, -0.258, 0.027], [-0.322, 0.001, 0.518], [-0.370, -0.031, 0.228], [-0.036, 0.010, 0.215], [0.828, 1.884, 1.027], [3.135, 1.757, -2.419], [-2.869, -2.640, 2.154], [-0.599, 0.322, -2.212], [0.709, -0.371, 1.490], [-0.200, 0.507, 0.435], [0.431, 0.041, 0.426], [-0.558, 0.009, -0.215], [-0.154, 0.105, -0.342], [-0.332, -1.681, -0.120], [0.266, -0.207, -0.477], [-0.137, 0.299, 0.099], [-0.531, -0.069, 0.191], [0.296, 0.019, -0.261], [-0.672, 0.967, -1.665], [0.963, -1.454, 1.069], [-0.874, 1.795, 0.314], [0.156, -0.664, 0.168], [0.044, -0.120, -0.320], [-0.169, 0.519, -2.147], [0.521, 0.468, -0.229], [-0.514, -0.137, 0.614], [0.338, -0.358, -0.227], [-0.280, -1.067, 0.597], [0.669, 0.155, 0.795], [0.264, 0.093, 0.194], [-0.551, 1.050, -0.234], [0.462, -1.894, 4.159], [0.398, 1.232, -2.424], [0.432, -0.499, -0.659], [-0.304, -0.267, -0.044], [0.363, -0.033, 0.430], [0.634, -0.350, 0.383], [-0.175, -0.507, -0.125], [0.142, -0.064, -0.520], [-0.384, 0.266, -0.150], [-0.462, 0.349, -0.032], [-0.026, 0.163, -0.925], [-0.563, 0.390, 0.213], [1.208, 1.129, 1.035], [0.295, -0.688, 0.221], [-0.446, 0.166, -1.276], [-0.691, -0.581, -0.007], [0.403, -0.802, 2.471], [0.149, 0.583, -0.830], [-1.488, 0.086, -1.845], [-0.092, -0.044, -0.522], [0.497, -0.269, 0.932], [-0.059, -0.264, 0.194], [-1.053, -0.605, 0.082], [0.428, 1.227, -1.094], [-1.029, -3.177, 1.782], [0.057, -0.590, 0.154], [-0.799, 1.907, -0.614], [1.001, 2.112, -0.923]],
  "mulliken_charge": [-1.386, -0.260, 0.848, -0.685, -0.353, -1.786, -0.599, -0.811, -0.272, -0.812, 0.250, 0.449, 0.342, 0.384, 0.322, 0.129, 0.429, 0.027, 0.540, 0.500, 0.429, 0.478, 0.297, 0.289, 0.449, 0.370, 0.548, 0.335, 0.311, 0.291, -1.496, 0.076, 0.408, -1.292, -0.458, -1.169, -0.654, 0.061, 0.027, -0.911, 0.350, 0.416, 0.420, 0.186, 0.252, 0.471, 0.471, 0.384, 0.381, 0.413, 0.423, 0.346, 0.302, 0.360, 0.401, 0.248, -0.251, 0.272, 0.331, 0.251, -1.193, 0.710, -0.379, -0.198, 0.354, 0.366, -0.794, 0.345, 0.373, 0.393, 0.346, 0.314, 0.352, -1.052, 0.630, -0.457, -0.179, 0.434, 0.541, -0.745, 0.208, 0.340, 0.405, 0.387, 0.331, 0.221, -0.162, 0.179, -0.518, 0.772, 0.324, 0.182, -0.798, -0.045, 0.539, -0.069, 0.359, 0.296, 0.329, -1.092, 0.787, -0.398, 0.249, -0.103, 0.331, -0.832, 0.256, 0.372, 0.382, 0.379, 0.288, 0.421, 0.668, 0.045, -0.552, 1.841, -0.266, -0.521, -0.863, 0.079, -0.704, -0.216, 0.377, 0.140, 0.336, -0.422, 0.739, -0.360, 0.510, -0.179, 0.143, -0.840, -0.191, 0.324, 0.378, 0.411, 0.284, 0.347, 1.080, -0.769, -0.723, -0.552, 0.791, -0.432, -0.701, -0.674, 1.607, -1.156, -1.068, -0.517, 1.240, -0.897, -0.713, -0.577],
  "largest_force_ev_per_a": 4.59,
  "e_tot_ha": -3508.3209,
  "orbital_gap_ev": 9.69,
  "charge": 4,
  "multiplicity": 1
}



# 2
{
  "formula": "C4H6O",
  "method": "wB97M-V/def2-TZVPD",
  "species": ["C", "C", "C", "C", "O", "H", "H", "H", "H", "H", "H"],
  "coordinates": [[1.1765, 1.2806, -0.8572], [0.7084, 0.2201, -0.1524], [-0.6905, -0.0160, 0.1881], [-0.9396, -1.4404, 0.4604], [-2.0321, -1.9798, 0.5498], [2.2821, 1.4321, -0.9056], [0.5281, 2.1045, -1.2815], [1.5293, -0.4771, 0.3290], [-0.9018, 0.4431, 1.3010], [-1.5901, 0.5112, -0.4167], [-0.0703, -2.0783, 0.7851]],
  "atomic_forces_ev_per_a": [[0.051, -0.147, 0.672], [3.003, 1.315, -0.504], [-2.973, 2.001, 1.748], [-1.708, -2.275, 1.172], [0.993, 0.868, -0.541], [-1.127, -0.132, -0.223], [0.707, -1.265, 0.475], [-1.938, 1.275, -1.024], [0.615, -0.930, -2.281], [2.414, -1.336, 0.973], [-0.037, 0.627, -0.468]],
  "mulliken_charge": [-0.727, -0.057, 0.022, -0.082, -0.481, 0.233, 0.242, 0.120, 0.181, 0.282, 0.266],
  "largest_force_ev_per_a": 3.99,
  "e_tot_ha": -231.1803,
  "orbital_gap_ev": 10.40,
  "e_above_lowest_kcal_mol": 27.2,
  "multiplicity": 1,
  "smiles": "C=CCC=O"
}